The following is a DFT calculation (wB97M-V/def2-TZVPD) of C51H50Cl2FN5O3OsSb2 as an isolated structure.

Values from the calculation:
**2S+1**: 5
**Frontier orbital gap (spin up / spin down)**: 6.3 / 5.5 eV
**Net charge**: +2
**ΔE to the lowest compared entry with this formula, charge and spin**: 203.3 kJ/mol

Cartesian coordinates (Å):
Os: -0.26 -0.45 0.74
C: 6.33 -0.83 4.57
C: 5.77 0.56 4.32
N: 4.73 0.53 3.30
C: 3.44 0.60 3.68
C: 2.37 0.40 2.85
C: 0.97 0.57 3.45
O: 0.89 0.79 4.64
O: -0.03 0.53 2.64
C: 2.61 0.04 1.49
O: 1.75 -0.30 0.64
C: 4.00 0.10 1.06
C: 4.30 -0.12 -0.29
C: 5.59 -0.09 -0.72
F: 5.84 -0.36 -2.02
C: 6.66 0.19 0.15
C: 6.36 0.40 1.49
C: 5.04 0.35 1.98
N: 8.01 0.28 -0.26
C: 8.87 -0.78 0.26
C: 10.32 -0.46 -0.11
N: 10.40 0.98 -0.45
C: 9.68 1.26 -1.71
C: 8.31 0.55 -1.66
H: 7.13 -0.78 5.30
H: 6.71 -1.27 3.65
H: 5.56 -1.49 4.96
H: 6.55 1.26 4.02
H: 5.32 0.95 5.24
H: 3.23 0.83 4.72
H: 3.49 -0.36 -0.97
H: 7.17 0.62 2.16
H: 8.59 -1.76 -0.16
H: 8.74 -0.83 1.34
H: 10.65 -1.03 -0.99
H: 10.99 -0.69 0.72
H: 11.38 1.30 -0.51
H: 9.93 1.50 0.30
H: 10.27 0.89 -2.55
H: 9.55 2.34 -1.82
H: 8.33 -0.37 -2.26
H: 7.55 1.20 -2.08
C: 0.42 3.20 -1.45
C: 0.60 1.87 -2.16
C: -0.70 1.09 -2.25
Sb: -0.22 -0.89 -3.08
C: -2.11 -1.93 -3.25
C: -2.76 -2.41 -2.13
C: -3.95 -3.11 -2.26
C: -4.49 -3.34 -3.52
C: -3.82 -2.88 -4.64
C: -2.64 -2.18 -4.51
C: -0.15 -0.12 -5.15
C: 0.92 -0.39 -5.98
C: 0.96 0.16 -7.25
C: -0.08 0.97 -7.69
C: -1.16 1.22 -6.86
C: -1.19 0.68 -5.58
Sb: 0.01 2.88 0.69
C: -2.16 2.88 0.67
C: -2.83 2.36 1.78
C: -4.20 2.51 1.89
C: -4.92 3.16 0.90
C: -4.26 3.66 -0.21
C: -2.88 3.53 -0.32
C: 0.05 4.97 1.26
C: 1.09 5.80 0.88
C: 1.09 7.13 1.26
C: 0.07 7.63 2.05
C: -0.96 6.80 2.44
C: -0.97 5.47 2.06
H: -0.38 3.78 -1.91
H: 1.34 3.79 -1.52
H: 1.35 1.27 -1.62
H: 0.99 2.03 -3.18
H: -1.42 1.59 -2.89
H: -1.13 0.92 -1.26
H: -2.34 -2.25 -1.15
H: -4.45 -3.47 -1.37
H: -5.41 -3.89 -3.62
H: -4.23 -3.07 -5.62
H: -2.13 -1.83 -5.40
H: 1.72 -1.03 -5.63
H: 1.80 -0.03 -7.90
H: -0.05 1.40 -8.68
H: -1.97 1.84 -7.20
H: -2.04 0.87 -4.94
H: -2.26 1.84 2.54
H: -4.71 2.14 2.77
H: -5.99 3.29 0.99
H: -4.80 4.17 -0.99
H: -2.38 3.96 -1.17
H: 1.90 5.41 0.27
H: 1.89 7.78 0.94
H: 0.07 8.66 2.35
H: -1.76 7.18 3.06
H: -1.77 4.82 2.38
Cl: -0.77 -2.79 2.16
C: -0.21 -3.77 0.85
C: -0.15 -5.13 1.03
C: 0.32 -5.96 0.03
C: 0.78 -5.39 -1.15
C: 0.73 -4.02 -1.34
Cl: 1.40 -3.42 -2.81
C: 0.16 -3.12 -0.38
N: -0.05 -1.84 -0.61
H: -0.48 -5.55 1.97
H: 0.35 -7.02 0.17
H: 1.20 -6.01 -1.93
C: -4.72 -0.28 0.16
C: -3.32 -0.34 0.43
N: -2.18 -0.41 0.62
H: -5.02 0.77 0.03
H: -5.27 -0.70 1.00
H: -4.95 -0.83 -0.75

Atomic partial charges in e from the Löwdin method, atoms 1 to 99: Os 1.2606; C -0.0477; C -0.1737; N -0.0251; C 0.0642; C -0.0137; C -0.6202; O 0.0825; O -0.2894; C -0.2802; O -0.2155; C -0.0357; C 0.1003; C -0.1796; F 0.0723; C -0.1442; C 0.0653; C -0.1149; N -0.1114; C -0.1174; C -0.0774; N 0.0493; C -0.0738; C -0.1293; H 0.0854; H 0.0651; H 0.0888; H 0.1190; H 0.1316; H 0.1546; H 0.1370; H 0.1131; H 0.1470; H 0.1233; H 0.1431; H 0.1431; H 0.1967; H 0.1912; H 0.1424; H 0.1415; H 0.1370; H 0.1392; C -0.3538; C -0.4197; C -0.3678; Sb 1.6076; C -0.3300; C -0.1442; C -0.0814; C -0.0641; C -0.0634; C -0.1182; C -0.3659; C -0.1327; C -0.0741; C -0.0689; C -0.0659; C -0.1429; Sb 1.5583; C -0.4034; C -0.1700; C -0.0942; C -0.0973; C -0.0756; C -0.1160; C -0.3727; C -0.1456; C -0.0878; C -0.0802; C -0.0729; C -0.1254; H 0.0518; H 0.0479; H 0.0639; H 0.1049; H 0.0630; H -0.0185; H 0.0590; H 0.1108; H 0.1116; H 0.1119; H 0.0906; H 0.0913; H 0.1083; H 0.1108; H 0.1121; H 0.1000; H 0.0929; H 0.1144; H 0.1115; H 0.1084; H 0.0904; H 0.0860; H 0.1037; H 0.1066; H 0.1085; H 0.0899; Cl 0.7618; C -0.5666


The following is a DFT calculation (wB97M-V/def2-TZVPD) of a 3-piece molecular cluster, C31H32F13OSi overall.

Values from the calculation:
**Frontier orbital gap**: 5.0 eV
**Net charge**: -1

Cartesian coordinates (Å):
C: 3.81 -0.05 4.94
Si: 4.18 0.06 3.09
C: 5.29 1.55 2.84
C: 2.55 0.20 2.16
C: 2.54 1.08 0.89
C: 2.18 0.32 -0.39
F: 2.49 1.23 -1.42
F: 3.16 -0.68 -0.49
C: 0.83 -0.26 -0.67
F: 0.65 -1.27 0.37
C: -0.27 0.78 -0.48
C: -0.83 1.09 0.90
O: -1.80 0.11 1.30
C: -2.48 0.50 2.45
C: -3.04 -0.69 3.20
F: -4.24 -0.32 3.75
F: -2.25 -1.06 4.26
C: -3.33 -1.96 2.36
F: -4.12 -1.59 1.32
F: -4.06 -2.80 3.15
C: -2.08 -2.75 1.83
F: -1.98 -2.59 0.49
F: -0.96 -2.29 2.44
C: -2.08 -4.27 2.08
F: -3.19 -4.84 1.52
F: -2.09 -4.55 3.40
C: 5.08 -1.50 2.54
C: 5.24 -2.61 3.38
C: 5.87 -3.77 2.94
C: 6.36 -3.84 1.64
C: 6.20 -2.76 0.79
C: 5.58 -1.60 1.23
H: 3.09 0.73 5.18
H: 3.37 -1.00 5.23
H: 4.71 0.12 5.53
H: 6.20 1.41 3.42
H: 4.78 2.45 3.20
H: 5.56 1.71 1.80
H: 1.80 0.55 2.88
H: 2.24 -0.82 1.90
H: 1.83 1.91 1.02
H: 3.51 1.56 0.73
H: 0.14 1.71 -0.89
H: -1.14 0.55 -1.11
H: -1.36 2.06 0.85
H: -0.07 1.17 1.68
H: -3.33 1.16 2.21
H: -1.82 1.03 3.15
H: -1.18 -4.68 1.62
H: 4.88 -2.58 4.40
H: 5.98 -4.61 3.61
H: 6.84 -4.75 1.29
H: 6.56 -2.81 -0.24
H: 5.43 -0.78 0.55
F: -1.52 1.64 -3.28
C: -1.26 0.92 -4.38
C: -2.31 0.53 -5.19
C: -2.04 -0.20 -6.33
C: -0.73 -0.54 -6.64
C: 0.30 -0.16 -5.80
C: 0.05 0.57 -4.65
H: -3.32 0.81 -4.91
H: -2.85 -0.50 -6.98
H: -0.52 -1.12 -7.53
H: 1.32 -0.46 -6.03
H: 0.83 0.84 -3.96
F: -5.60 2.21 -5.66
C: -5.69 2.89 -4.50
C: -5.90 4.25 -4.54
C: -5.99 4.94 -3.34
C: -5.85 4.27 -2.13
C: -5.63 2.90 -2.12
C: -5.55 2.19 -3.31
H: -6.00 4.75 -5.49
H: -6.15 6.01 -3.34
H: -5.91 4.81 -1.20
H: -5.51 2.37 -1.19
H: -5.37 1.13 -3.33

How positive or negative is each atom? The Löwdin charges in e answer that: C -0.1858; Si 0.5832; C -0.1813; C -0.2227; C -0.1475; C -0.5163; F -0.0080; F 0.0060; C -0.2183; F -0.1451; C -0.1759; C -0.1847; O -0.1261; C -0.1242; C -0.3908; F 0.0935; F 0.1088; C -0.3179; F 0.1445; F 0.1225; C -0.3677; F 0.1438; F 0.1373; C -0.2742; F 0.0827; F 0.0835; C -0.2359; C -0.1037; C -0.1043; C -0.1051; C -0.0874; C -0.0911; H 0.0260; H 0.0235; H 0.0272; H 0.0283; H 0.0322; H 0.0237; H 0.0660; H 0.0777; H 0.1029; H 0.0870; H 0.1070; H 0.0874; H 0.1202; H 0.1014; H 0.1415; H 0.1419; H 0.1749; H 0.0844; H 0.0934; H 0.0927; H 0.0994; H 0.0967; F 0.0559; C -0.2771; C -0.0180; C -0.0959; C -0.1107; C -0.0827; C 0.0027; H 0.0927; H 0.0982; H 0.0923; H 0.1025; H 0.1155; F 0.0479; C -0.2894; C -0.0219; C -0.0902; C -0.0976; C -0.0738; C -0.0175; H 0.1144; H 0.1007; H 0.0988; H 0.1071; H 0.1185


The following is a DFT calculation (wB97M-V/def2-TZVPD) of a 2-piece molecular cluster, C5H13NO overall.

Values from the calculation:
**Frontier orbital gap**: 8.9 eV
**Net charge**: 0
**ΔE to the lowest compared entry with this formula, charge and spin**: 186.8 kJ/mol

Cartesian coordinates (Å):
C: 1.39 -1.01 1.46
N: 0.39 0.04 1.25
C: -0.98 -0.47 1.06
C: -1.66 0.43 -0.01
C: -0.61 1.47 -0.42
C: 0.75 0.84 0.09
H: 2.38 -0.52 1.72
H: 1.22 -1.59 2.37
H: 1.60 -1.62 0.56
H: -0.84 -1.49 0.75
H: -1.52 -0.57 1.97
H: -1.99 -0.35 -0.78
H: -2.58 1.00 0.10
H: -0.59 2.43 0.17
H: -0.58 1.90 -1.43
H: 1.45 1.59 0.53
H: 1.22 0.19 -0.68
O: 0.52 -0.95 -2.67
H: -0.25 -1.27 -3.20
H: 0.32 -0.01 -2.75

How positive or negative is each atom? The Löwdin charges in e answer that: C -0.1193; N -0.2356; C -0.1747; C -0.1639; C -0.1702; C -0.2217; H 0.0953; H 0.0794; H 0.0865; H 0.0943; H 0.0956; H 0.1144; H 0.0949; H 0.1122; H 0.0921; H 0.1235; H 0.0897; O -0.0784; H 0.0635; H 0.0224


The following is a DFT calculation (wB97M-V/def2-TZVPD) of C14H17FeN4O6S2 as an isolated structure.

Values from the calculation:
**2S+1**: 5
**Frontier orbital gap (spin up / spin down)**: 6.9 / 6.9 eV
**Net charge**: -1
**ΔE to the lowest compared entry with this formula, charge and spin**: 0.4 kJ/mol

Cartesian coordinates (Å):
Fe: -0.66 -0.06 -0.44
O: -1.25 6.00 -1.10
C: -1.15 4.80 -1.01
C: -2.09 3.86 -0.27
O: -3.08 4.19 0.37
C: -1.56 2.53 -0.50
C: -0.37 2.57 -1.24
O: 0.28 1.49 -1.50
C: -0.05 3.94 -1.62
O: 0.89 4.35 -2.28
O: -2.04 1.40 -0.09
C: 1.29 -3.55 0.29
N: 2.22 -2.56 -0.25
C: 3.58 -2.59 0.26
C: 1.76 -1.55 -1.00
C: 2.73 -0.46 -1.38
O: 0.57 -1.51 -1.36
H: 1.56 -4.55 -0.07
H: 0.28 -3.31 -0.03
H: 1.34 -3.53 1.38
H: 3.76 -3.58 0.69
H: 3.73 -1.85 1.04
H: 4.30 -2.43 -0.54
H: 3.55 -0.86 -1.98
H: 3.15 -0.01 -0.48
H: 2.18 0.30 -1.93
C: -1.51 -3.32 3.00
N: -1.98 -1.96 2.94
C: -2.00 -1.11 4.13
C: -2.22 0.28 3.53
N: -2.67 -0.03 2.18
C: -2.34 -1.28 1.85
S: -2.35 -1.89 0.26
H: -0.48 -3.34 3.37
H: -1.54 -3.74 1.99
H: -2.14 -3.92 3.66
H: -1.06 -1.20 4.67
H: -2.82 -1.41 4.79
H: -1.28 0.84 3.48
H: -2.96 0.87 4.07
H: -2.70 0.68 1.44
S: 1.84 -1.41 3.51
C: 1.02 -0.77 2.25
N: 0.42 -0.31 1.36

How positive or negative is each atom? The Löwdin charges in e answer that: Fe 0.6883; O 0.1133; C -0.2636; C -0.3071; O 0.0700; C -0.2796; C -0.3013; O -0.0857; C -0.2903; O 0.0877; O -0.1623; C -0.0365; N -0.1279; C -0.0496; C -0.4899; C 0.0154; O -0.0860; H 0.0922; H 0.0538; H 0.0621; H 0.0894; H 0.0730; H 0.0838; H 0.0866; H 0.0975; H 0.0721; C -0.0646; N -0.1517; C -0.1182; C -0.1222; N 0.0398; C -0.7962; S 0.6694; H 0.0567; H 0.0466; H 0.0872; H 0.0966; H 0.1184; H 0.1152; H 0.1143; H 0.0963; S 0.4792; C -0.9237; N 0.0517


The evaluated DFT total energy for the records listed, in turn: -4063.712514 -2863.474616 -328.247680 -3274.440819 Eh.